No. 1
The following is a DFT calculation (wB97M-V/def2-TZVPD) of a molecular structure, C5H15BrO6P.

```
! wB97M-V def2-TZVPD RIJCOSX def2/J DEFGRID3
* xyz -1 1
O 4.54110 -4.21809 1.27958
P 3.29211 -4.05778 0.57552
O 2.19315 -5.07557 1.11415
O 2.71699 -2.60336 0.90061
C 3.29167 -4.39351 -1.18479
O 2.38250 -3.45017 -1.84249
Br 5.06804 -3.88243 -1.85121
H 1.99548 -5.63044 0.33871
H 2.04602 -2.34212 0.25163
H 1.50349 -3.84055 -1.71253
C -1.11202 0.50206 0.91323
C 0.02122 -0.08543 0.09306
O -0.30658 -1.39462 -0.37812
H -1.33323 -0.14229 1.76475
H -0.85563 1.49652 1.28050
H -2.01871 0.58558 0.31409
H 0.92211 -0.18625 0.69479
H 0.24929 0.56102 -0.76086
H -1.09425 -1.31558 -0.92406
C -3.08281 4.90788 0.49365
C -1.98957 4.27053 -0.34509
O -2.36169 2.98075 -0.82053
H -3.32849 4.26900 1.34118
H -2.77270 5.88392 0.86858
H -3.99355 5.04042 -0.09508
H -1.08946 4.12438 0.24831
H -1.73520 4.91589 -1.19313
H -3.14929 3.08022 -1.36441
*
```

Values from the calculation:
Maximum force ... 2.32 eV/Å
Energy ... -97046.2337 eV
HOMO ... -2.69 eV
LUMO energy ... 0.077 Ha
HOMO-LUMO gap ... 4.79 eV

No. 2
The following is a DFT calculation (wB97M-V/def2-TZVPD) of a molecular structure, C33H37BrN4V.

```
! wB97M-V def2-TZVPD RIJCOSX def2/J DEFGRID3
* xyz -1 3
V -0.23105 0.00601 0.03320
N 0.51309 -3.17886 2.76125
N -0.51158 -2.28147 -1.48355
C 0.58872 1.83116 -0.47513
C 1.63650 0.88735 -0.17625
C 1.48726 0.49806 1.20387
C 2.41139 -0.37790 2.00408
H 3.25578 -0.70625 1.38850
H 1.88138 -1.28113 2.35433
H 2.76063 0.13963 2.90316
C 0.36154 1.18820 1.75318
C -0.01354 1.20418 3.20406
H 0.56018 1.97856 3.73854
H 0.20561 0.23813 3.67750
H -1.08136 1.42429 3.33945
C -0.19491 2.01485 0.72632
C -1.23306 3.07713 0.91875
H -2.00379 2.75564 1.63252
H -1.72195 3.32773 -0.03203
H -0.78174 4.00251 1.31330
C 2.74814 0.49155 -1.08887
H 3.62437 1.14340 -0.94487
H 2.42841 0.57455 -2.13565
H 3.05350 -0.54403 -0.89232
C 0.42930 2.61820 -1.73179
H -0.63590 2.79890 -1.93138
H 0.84610 2.06693 -2.58178
H 0.93956 3.59295 -1.66622
C -0.19681 -3.89780 3.62112
H 0.29973 -3.95550 4.62001
C -1.42862 -4.50318 3.24314
H -1.92615 -5.08746 4.02333
C -1.89136 -4.36683 1.91517
H -2.84191 -4.90371 1.66436
C -1.15457 -3.53183 1.03793
H -1.51327 -3.42645 0.00548
C -0.03871 -2.71419 1.55030
C 0.68225 -1.57334 1.00460
H 1.63791 -2.21080 0.39741
C -0.53558 -0.99974 -1.89042
C 0.18596 -2.96680 -2.47349
H 0.61074 -3.85607 -2.22965
C 0.22396 -2.29692 -3.74723
H 0.34108 -2.65409 -4.73309
N -0.27440 -1.01830 -3.28166
C -0.47577 0.07503 -4.14037
C 0.55029 0.39627 -5.05769
C 0.36309 1.48906 -5.89351
H 1.17921 1.70658 -6.58978
C -0.81563 2.24487 -5.82813
C -0.99199 3.40040 -6.73963
H -1.51460 4.20659 -6.22182
H -1.58014 3.13211 -7.62471
H -0.01933 3.76372 -7.07975
C -1.83438 1.91829 -4.91690
H -2.76176 2.49254 -4.86592
C -1.68795 0.82627 -4.06716
C -2.77950 0.35798 -3.14569
H -3.02050 -0.72272 -3.23566
H -3.68920 0.91845 -3.39538
H -2.55285 0.55712 -2.07826
C 1.80724 -0.42699 -5.06144
H 1.64869 -1.45239 -5.43203
H 2.33208 -0.47530 -4.08733
H 2.46484 0.07895 -5.77374
Br -3.37138 -1.92158 4.56749
C -3.37638 -1.00830 2.89057
C -4.56048 -0.53573 2.33954
C -4.48104 0.17390 1.14447
C -3.23658 0.38910 0.53952
N -2.11782 -0.21355 0.99932
C -2.17078 -0.84867 2.19688
H -5.50086 -0.73487 2.84932
H -5.36551 0.58058 0.65666
H -3.12098 1.04574 -0.32887
H -1.23839 -1.24613 2.60571
*
```

Values from the calculation:
Maximum force ... 6.52 eV/Å
Energy ... -136506.3261 eV
HOMO (spin up / spin down) ... -2.49 / -2.17 eV
LUMO energy (spin up / spin down) ... 0.092 / 0.092 Ha
HOMO-LUMO gap (spin up / spin down) ... 5.01 / 4.68 eV

No. 3
The following is a DFT calculation (wB97M-V/def2-TZVPD) of 2 unconnected molecules or ions with the total composition C11H18F3IO7S.

```
! wB97M-V def2-TZVPD RIJCOSX def2/J DEFGRID3
* xyz 0 1
C 3.89440 0.35977 1.31252
C 2.61185 1.05964 0.87791
I 3.00249 2.38752 -0.77031
C 1.48302 0.12566 0.45800
C 0.94302 -0.77679 1.57820
C 0.75293 -0.12691 2.94554
C -0.30034 0.99854 3.04501
O -0.63081 1.62915 1.81898
C 1.74993 -2.10517 1.73472
O 0.84344 -3.19821 1.51110
S -0.66011 -2.70980 1.55766
O -1.11947 -2.69169 2.90238
O -1.39941 -3.36060 0.54151
O -0.35212 -1.23111 1.07056
H 4.09491 -0.51347 0.69092
H 3.81839 0.02965 2.35249
H 4.75919 1.01514 1.24265
H 2.25416 1.72887 1.65700
H 0.65434 0.72759 0.09720
H 1.81961 -0.50847 -0.36715
H 0.46503 -0.91942 3.64030
H 1.73008 0.22708 3.28001
H -1.19684 0.60114 3.52515
H 0.08461 1.79025 3.68780
H -1.29373 1.10048 1.36935
H 2.17913 -2.19537 2.73182
H 2.53044 -2.20142 0.98574
C -2.52536 -0.84613 -1.78606
C -1.40387 -0.18614 -2.55145
O -1.88291 0.40639 -3.78521
C -2.45502 1.59190 -3.66891
O -2.61567 2.23123 -2.67139
C -2.88536 2.10305 -5.06415
F -3.52583 1.15885 -5.75763
F -1.80329 2.47062 -5.76366
F -3.68521 3.15441 -4.94889
H -3.01806 -1.60497 -2.39341
H -2.11676 -1.32852 -0.89958
H -3.26888 -0.11459 -1.47029
H -0.65788 -0.90837 -2.87452
H -0.91620 0.59322 -1.96574
*
```

Values from the calculation:
Maximum force ... 0.23 eV/Å
SMILES ... C[C@@H](I)C[C@]1(CCO)COS(=O)(=O)O1.CCOC(=O)C(F)(F)F
Energy ... -53119.5726 eV
HOMO ... -9.81 eV
LUMO energy ... 0.013 Ha
HOMO-LUMO gap ... 10.16 eV

No. 4
The following is a DFT calculation (wB97M-V/def2-TZVPD) of a gas-phase ion, C3H6BrN2O (charge +1).

```
! wB97M-V def2-TZVPD RIJCOSX def2/J DEFGRID3
* xyz 1 1
C 0.88443 1.06370 -0.12391
C -0.57797 0.93391 0.43003
C -0.26119 -1.44626 0.05632
N 1.41649 -0.07236 -0.62719
N -1.13642 -0.29164 -0.12882
O 1.35645 2.15711 -0.09300
Br 3.06472 -0.74207 -0.40040
H -0.41267 0.93376 1.59161
H -1.15042 1.78011 0.14456
H -0.00257 -2.05801 -0.93461
H 0.18435 -1.74722 1.06254
H -2.13614 -0.44248 0.23935
H -1.22906 -0.06855 -1.21649
*
```

Values from the calculation:
Maximum force ... 4.47 eV/Å
Energy ... -78266.3870 eV
HOMO (spin up / spin down) ... -13.92 / -13.71 eV
LUMO energy (spin up / spin down) ... -0.207 / -0.228 Ha
HOMO-LUMO gap (spin up / spin down) ... 8.28 / 7.51 eV

No. 5
The following is a DFT calculation (wB97M-V/def2-TZVPD) of a gas-phase ion, C26H35N2 (charge +1).

```
! wB97M-V def2-TZVPD RIJCOSX def2/J DEFGRID3
* xyz 1 1
C 5.26592 2.48464 -0.74354
N 3.84797 2.28749 -0.89062
C 3.37067 1.05111 -0.40713
C 1.94280 0.79633 -0.88412
N 1.08885 1.90999 -0.49253
C -0.21141 1.70512 -0.22044
C -1.01469 0.48417 -0.61238
C -2.26806 0.85507 -1.43950
C -3.12396 1.82050 -0.58945
C -2.41032 3.07678 -0.02276
C -0.95152 2.84232 0.45417
C 1.58039 3.26771 -0.91841
C 3.05385 3.46165 -0.61402
H 5.61092 3.31158 -1.38335
H 5.58924 2.73085 0.28877
H 5.81977 1.58571 -1.04477
H 4.02292 0.25221 -0.79135
H 3.42273 0.94819 0.69491
H 1.91412 0.67503 -1.97934
H 1.55078 -0.09487 -0.40195
H -0.36845 -0.18838 -1.19241
H -2.03542 1.33042 -2.40291
H -2.77300 -0.10333 -1.66918
H -4.00088 2.16463 -1.15244
H -3.43456 1.21524 0.26110
H -2.41806 3.89989 -0.77105
H -2.96782 3.43519 0.86048
H -0.92681 2.50955 1.51697
H -0.42209 3.82510 0.39632
H 1.42309 3.42673 -2.00257
H 1.08610 4.08921 -0.40149
H 3.21718 3.80868 0.42773
H 3.50104 4.27509 -1.21800
C -5.10014 -4.65513 -1.54379
C -4.16265 -3.69281 -0.88427
C -4.58105 -2.41070 -0.52749
C -3.73050 -1.51066 0.10051
C -2.34740 -1.81526 0.20317
C -1.34970 -0.64252 0.46618
C -0.04094 -1.10115 1.12186
C 0.42599 -0.44131 2.27568
C 1.72704 -0.67424 2.69354
C 2.54982 -1.61183 2.06620
C 3.95995 -1.81022 2.54869
C 2.02381 -2.35276 1.01698
C 0.74219 -2.09988 0.54021
C -2.00349 -3.17028 0.06529
C -2.87674 -4.05563 -0.55346
H -4.55926 -5.51739 -1.93951
H -5.80737 -5.04694 -0.81174
H -5.68943 -4.19566 -2.33895
H -5.58196 -2.10355 -0.78836
H -4.13573 -0.56307 0.45427
H -1.87687 0.02937 1.20473
H -0.17688 0.32965 2.74849
H 2.13403 -0.06776 3.49877
H 4.37749 -2.71871 2.11112
H 4.60875 -0.96230 2.29181
H 3.96970 -1.92834 3.63665
H 2.66909 -3.07615 0.52981
H 0.44810 -2.61350 -0.38053
H -1.03601 -3.60220 0.34705
H -2.56113 -5.05863 -0.80766
*
```

Values from the calculation:
Maximum force ... 3.49 eV/Å
SMILES ... Cc1ccc(C(c2ccc(C)cc2)[C@H]2CCCCC2=[N+]2CCN(C)CC2)cc1
Energy ... -30503.0926 eV
HOMO ... -11.15 eV
LUMO energy ... -0.139 Ha
HOMO-LUMO gap ... 7.36 eV

No. 6
The following is a DFT calculation (wB97M-V/def2-TZVPD) of 2 unconnected molecules or ions with the total composition C3H10O2S2.

```
! wB97M-V def2-TZVPD RIJCOSX def2/J DEFGRID3
* xyz -1 2
C -0.61723 -1.16051 -1.18197
C 0.29763 -0.51333 -2.21047
O 1.29754 0.26264 -1.53605
C -1.41914 -0.15178 -0.39091
S -1.14476 -0.14440 1.44617
S 0.67567 -1.05654 1.75311
H 0.00255 -1.83026 -0.57470
H -1.21780 -1.91605 -1.69735
H 0.82722 -1.31451 -2.73991
H -0.20208 0.15071 -2.90795
H 1.62078 -0.22065 -0.78058
H -2.48286 -0.35022 -0.48474
H -1.18405 0.85252 -0.72146
H 1.90813 -0.45141 1.60120
H 0.61167 3.53720 -0.44339
H 1.36100 2.29795 -1.09403
O 0.94123 3.15661 -1.25861
*
```

Values from the calculation:
Maximum force ... 2.94 eV/Å
Energy ... -29037.8976 eV
HOMO (spin up / spin down) ... -0.18 / -4.17 eV
LUMO energy (spin up / spin down) ... 0.131 / 0.130 Ha
HOMO-LUMO gap (spin up / spin down) ... 3.74 / 7.70 eV

No. 7
The following is a DFT calculation (wB97M-V/def2-TZVPD) of a molecular structure, ClF2H6N2O6S2Ti.

```
! wB97M-V def2-TZVPD RIJCOSX def2/J DEFGRID3
* xyz -1 5
Ti 0.34796 1.04403 1.52270
N 1.81204 -0.28982 -1.31879
H 1.77279 0.70439 -1.14530
H 0.88789 -0.45452 -0.94604
H 2.61309 -0.52557 -0.75062
H 1.82030 -0.64874 -2.26283
Cl 2.16911 0.77994 3.59354
N -0.37422 -0.63338 -0.01943
S -1.07326 -1.74073 0.77445
O -0.80762 -3.04010 0.22081
O -2.30203 -1.44407 1.45698
F -0.02559 -1.53772 1.96707
S -1.64898 -0.43556 -1.10002
O -2.43431 0.74443 -0.87336
O -2.34410 -1.62906 -1.61750
F -0.79839 0.04751 -2.41665
O 1.57403 2.26721 -0.27558
H 1.85787 2.33013 -1.20832
O -1.35698 2.57874 1.89956
H -1.68958 1.88291 2.49933
*
```

Values from the calculation:
Maximum force ... 6.85 eV/Å
Energy ... -78101.1847 eV
HOMO (spin up / spin down) ... -1.94 / -5.66 eV
LUMO energy (spin up / spin down) ... 0.088 / 0.001 Ha
HOMO-LUMO gap (spin up / spin down) ... 4.33 / 5.68 eV

No. 8
The following is a DFT calculation (wB97M-V/def2-TZVPD) of 9 unconnected molecules or ions with the total composition C46H46N8O2.

```
! wB97M-V def2-TZVPD RIJCOSX def2/J DEFGRID3
* xyz 0 1
N 0.08300 0.53898 -1.71377
C -0.99923 -0.10469 -1.99056
C -1.68653 -1.00675 -1.16728
C -1.05488 -1.31895 0.12542
C 0.15354 -0.67661 0.35014
C 0.73063 0.29037 -0.58393
H -1.51210 0.29879 -2.85997
H -2.43823 -1.56922 -1.59382
H -1.77335 -1.95257 0.48342
H 0.73904 -0.71861 1.27017
H 1.57891 0.78823 -0.29503
N -6.23066 2.85514 -1.79913
C -6.54488 3.44934 -3.02423
C -5.63812 3.73266 -4.05597
C -4.31547 3.25464 -4.00894
C -3.97816 2.58556 -2.78357
C -4.87660 2.56770 -1.71873
H -7.62742 3.76690 -2.97443
H -6.21385 4.32451 -4.92991
H -3.58960 3.45174 -4.79814
H -3.10988 2.05000 -2.88372
H -4.55226 2.13643 -0.65518
N 2.54812 1.03298 5.69541
C 1.39584 0.34495 5.99288
C 1.02118 -0.68383 5.15387
C 1.75568 -0.99089 4.05011
C 2.78491 -0.15262 3.52883
C 3.14802 0.84069 4.47649
H 0.98783 0.59129 6.89010
H 0.03214 -1.34485 5.50587
H 1.44043 -1.73602 3.32261
H 3.07634 -0.08908 2.44702
H 4.06262 1.33950 4.12804
N 3.36056 -3.26130 1.20993
C 3.61718 -2.13122 0.62212
C 4.94703 -1.45500 0.86408
C 5.87846 -1.98497 1.67994
C 5.55585 -3.16778 2.42165
C 4.27666 -3.68443 2.12711
H 2.98017 -1.66459 -0.02111
H 5.17690 -0.54178 0.48099
H 6.93736 -1.63227 1.96423
H 6.11449 -3.54905 3.16176
H 4.18312 -4.62064 2.63431
N 2.54971 -3.19952 -2.51813
C 2.81030 -4.01962 -3.38705
C 2.07267 -5.07977 -3.89499
C 0.82020 -5.36221 -3.16353
C 0.51131 -4.50253 -2.06496
C 1.37608 -3.41636 -1.86045
H 3.83051 -3.90669 -3.99051
H 2.17734 -5.98083 -4.51717
H 0.40508 -6.25784 -3.57483
H -0.24296 -4.61110 -1.29456
H 1.31499 -2.70425 -1.06091
N -1.44917 -2.24529 3.38111
C -1.78490 -3.52981 3.38700
C -3.16718 -3.98890 3.40088
C -4.14933 -2.90846 3.45893
C -3.71779 -1.61618 3.57608
C -2.43776 -1.33483 3.33706
H -0.92775 -4.41833 3.42911
H -3.33214 -4.93444 3.57985
H -5.08983 -3.25924 3.56985
H -4.57427 -0.66870 3.63303
H -2.18071 -0.36305 3.44613
N -5.06857 -0.13624 -6.25104
C -5.55047 -1.06222 -7.00734
C -5.11926 -2.39353 -7.09749
C -3.88293 -2.66023 -6.52523
C -3.23383 -1.69554 -5.73347
C -3.83081 -0.43395 -5.67527
H -6.46147 -0.69340 -7.64364
H -5.37006 -3.18104 -7.75392
H -3.48404 -3.58072 -6.75735
H -2.41762 -1.89517 -5.19228
H -3.30473 0.25394 -4.91065
N -0.07776 4.11513 3.29162
C -0.14913 3.12869 2.37659
C -0.84327 3.19316 1.22521
C -1.48214 4.46287 0.93760
C -1.41791 5.54258 1.76435
C -0.55235 5.34736 2.95884
H 0.55377 2.34362 2.55374
H -0.82605 2.39525 0.30422
H -2.08129 4.71583 0.01466
H -1.67117 6.52672 1.50030
H -0.34639 6.19121 3.49073
C 4.96244 2.72756 0.23448
C 5.44615 3.06520 1.61062
C 4.61222 3.79749 2.49568
C 3.39262 4.23037 2.05500
C 2.97866 4.05573 0.75382
C 3.68028 3.23827 -0.17780
O 3.10388 2.72042 -1.25701
O 5.07898 4.16828 3.69846
H 5.55341 2.10049 -0.35964
H 6.31383 2.44946 1.89346
H 2.65057 4.78087 2.64412
H 1.91230 4.40417 0.54519
H 3.86872 2.15603 -1.59155
H 5.82424 3.72659 3.98394
*
```

Values from the calculation:
Maximum force ... 10.45 eV/Å
SMILES ... Oc1ccc(O)cc1.c1ccncc1.c1ccncc1.c1ccncc1.c1ccncc1.c1ccncc1.c1ccncc1.c1ccncc1.c1ccncc1
Energy ... -64450.7566 eV
HOMO ... -7.91 eV
LUMO energy ... 0.017 Ha
HOMO-LUMO gap ... 8.38 eV